# 1
ORCA calculation (ωB97M-V/def2-TZVPD) on a cluster of 2 separate species, C3H5NO3 in total.

```
12
Properties=species:S:1:pos:R:3:lowdin_charge:R:1
C -0.28721 0.27392 0.69057 -0.32
C -0.12073 -0.94640 1.49820 -0.06
C 0.25110 0.40123 -0.69692 -0.02
N -2.45634 -0.60684 3.15380 -0.20
O -2.32168 0.17625 4.02876 0.12
O -3.29488 -1.33211 2.62931 0.08
O 0.65647 0.13894 1.76586 -0.01
H -0.96233 0.96105 0.93243 0.08
H 0.30029 -1.95799 1.29616 0.11
H -0.44874 0.38961 -1.45185 0.06
H 0.87773 -0.52805 -0.78086 0.11
H 0.77590 1.25538 -0.71924 0.04
```

Computed properties:
expectation value of S² = 2.01
HOMO level (alpha / beta) = -8.056 / -10.963 eV
multiplicity = 3
total charge = 0
LUMO (alpha / beta) = 0.006 / -0.048 Eh
orbital gap (alpha / beta) = 8.207 / 9.663 eV



# 2
ORCA calculation (ωB97M-V/def2-TZVPD) on a cluster of 2 separate species, C3H5NO3 in total.

```
12
Properties=species:S:1:pos:R:3:lowdin_charge:R:1
O -1.08014 0.60376 -1.84776 0.39
C -0.46987 0.09440 -1.08382 -0.13
N -0.44512 0.68961 0.83953 0.27
C 0.95110 0.54053 0.94340 -0.58
O 1.47253 1.55188 1.72185 0.18
O 1.63275 -0.08894 0.19680 0.15
C -0.42332 -1.41671 -0.82198 0.08
H -1.04378 1.39824 0.42797 0.13
H 0.62329 1.89791 2.05878 0.13
H -1.42604 -1.83147 -1.01670 0.13
H -0.09612 -1.70752 0.17129 0.10
H 0.30472 -1.73171 -1.58936 0.14
```

Computed properties:
expectation value of S² = 0.76
HOMO level (alpha / beta) = -16.598 / -16.342 eV
multiplicity = 2
total charge = +1
LUMO (alpha / beta) = -0.247 / -0.337 Eh
orbital gap (alpha / beta) = 9.881 / 7.160 eV



We obtain max |F| values of 4.9, 5.4 eV/Å for the records listed above, in that order.